DFT (ωB97M-V with the def2-TZVPD basis set) results for C21H22BrClN3O6Ru as an isolated structure.

Total charge: +1
2S+1: 1
Relative energy (zero: lowest compared OMol25 entry of this formula, charge and spin), kcal per mole: 16.3
Max |F|, eV/Å: 0.58

```
55
C21H22BrClN3O6Ru ωB97M-V with the def2-TZVPD basis set
Ru 1.29 -1.30 -0.60
O -0.79 0.77 -3.47
C -0.33 2.02 -3.26
C -0.73 2.98 -4.18
C -0.32 4.29 -4.06
C 0.51 4.68 -3.01
C 0.92 3.73 -2.10
C 0.51 2.40 -2.21
C 0.98 1.43 -1.15
O 1.53 0.23 -1.70
N -0.08 1.16 -0.20
N 0.08 0.00 0.52
C -0.67 -0.26 1.52
C -0.55 -1.48 2.28
Br 0.81 -2.72 1.71
C -1.31 -1.84 3.32
C -2.34 -1.04 3.99
C -3.50 -1.69 4.42
C -4.51 -0.97 5.03
C -4.36 0.39 5.27
C -3.19 1.03 4.89
C -2.18 0.32 4.26
H -0.45 0.13 -2.83
H -1.37 2.67 -5.00
H -0.65 5.02 -4.79
H 0.84 5.70 -2.92
H 1.58 4.01 -1.29
H 1.80 1.92 -0.61
H -1.02 1.44 -0.41
H -1.44 0.44 1.81
H -1.18 -2.85 3.71
H -3.62 -2.75 4.25
H -5.41 -1.48 5.35
H -5.14 0.94 5.76
H -3.05 2.08 5.11
H -1.25 0.82 4.02
N 2.92 -0.55 0.51
C 4.31 -0.87 0.05
C 4.42 -0.66 -1.45
C 3.77 -1.82 -2.18
O 4.30 -2.36 -3.13
O 2.65 -2.29 -1.65
H 2.81 0.47 0.51
H 2.80 -0.84 1.48
H 4.50 -1.90 0.32
H 5.00 -0.23 0.60
H 5.46 -0.60 -1.76
H 3.92 0.26 -1.74
Cl -2.70 -2.35 -3.33
C -1.60 -3.38 -2.42
C -0.54 -2.59 -1.72
O -0.54 -1.33 -1.62
O 0.43 -3.15 -1.15
H -1.12 -4.10 -3.08
H -2.17 -3.94 -1.67
```

Atomic partial charges in e from the Mulliken method, atoms 1 to 4: 0.5818, -0.5853, 0.6425, -0.5907

DFT (ωB97M-V with the def2-TZVPD basis set) results for C21H22BrN5NiOS as an isolated structure.

2S+1: 3
Relative energy (zero: lowest compared OMol25 entry of this formula, charge and spin), kcal per mole: 4.6
Max |F|, eV/Å: 3.98

```
52
C21H22BrN5NiOS ωB97M-V with the def2-TZVPD basis set
Ni 0.66 1.00 1.10
C -3.14 2.29 2.22
C -1.82 2.11 1.53
N -1.04 1.12 1.88
N -1.39 0.24 2.83
C -0.59 -0.81 2.97
N -1.03 -1.79 3.80
S 0.82 -0.95 1.98
C -1.27 2.93 0.47
C -1.95 4.00 -0.16
C -1.27 4.82 -1.04
C 0.03 4.51 -1.38
C 0.62 3.37 -0.87
N 0.02 2.59 0.06
H -3.06 1.77 3.22
H -4.03 1.88 1.69
H -3.27 3.34 2.46
H -1.72 -1.51 4.50
H -0.30 -2.45 4.12
H -3.04 4.01 0.01
H -1.80 5.71 -1.40
H 0.65 5.09 -2.11
H 1.52 2.97 -1.24
Br 3.25 2.30 2.36
C 4.20 1.09 1.31
C 5.58 1.05 1.46
C 6.29 -0.06 1.04
C 5.70 -0.89 0.14
C 4.30 -0.72 -0.25
C 3.85 -1.32 -1.44
C 2.58 -0.98 -1.89
C 1.75 -0.14 -1.17
C 2.10 0.39 0.06
C 3.45 0.29 0.40
H 6.05 1.81 2.06
H 7.34 -0.27 1.31
H 6.17 -1.77 -0.26
H 4.48 -2.09 -1.88
H 2.19 -1.29 -2.92
H 0.77 0.05 -1.61
C -4.06 -3.83 -3.39
N -3.74 -3.58 -2.01
C -2.93 -4.48 -1.26
C -4.03 -2.32 -1.51
O -4.62 -1.44 -2.14
H -3.49 -4.70 -3.77
H -3.86 -2.98 -4.03
H -5.12 -4.00 -3.59
H -3.52 -5.34 -0.91
H -2.49 -3.96 -0.36
H -2.12 -4.98 -1.89
H -3.65 -2.07 -0.48
```

Atomic partial charges in e from the Mulliken method, atoms 1 to 4: -0.7805, -1.3898, 0.7709, 1.0117

DFT (ωB97M-V with the def2-TZVPD basis set) results for C21H22Cl2N8O11P2RuS as an isolated structure.

Total charge: -1
2S+1: 2
Relative energy (zero: lowest compared OMol25 entry of this formula, charge and spin), kcal per mole: 24.1
Max |F|, eV/Å: 0.75

```
68
C21H22Cl2N8O11P2RuS ωB97M-V with the def2-TZVPD basis set
Ru 0.37 0.32 -0.33
Cl 1.68 5.05 -0.69
C 2.70 3.67 -0.44
C 4.08 3.86 -0.29
C 4.91 2.80 -0.11
Cl 6.63 3.07 0.07
C 4.41 1.48 -0.08
C 5.18 0.31 0.08
C 4.57 -0.91 0.09
C 3.17 -0.98 -0.06
N 2.43 0.09 -0.22
C 3.02 1.32 -0.22
C 2.13 2.41 -0.40
O 0.84 2.20 -0.53
H 4.48 4.87 -0.31
H 6.25 0.39 0.20
H 5.13 -1.82 0.21
H 2.64 -1.93 -0.04
N -1.54 -4.38 0.43
C -1.60 -3.72 -0.94
C -1.83 -4.76 -2.02
P -3.01 -2.56 -0.68
O -4.16 -3.73 -0.55
O -3.32 -1.77 -1.90
O -2.78 -2.02 0.69
P 0.09 -2.98 -1.18
O 0.91 -4.25 -0.50
O 0.44 -2.92 -2.60
O 0.31 -1.86 -0.19
H -2.46 -4.77 0.67
H -1.33 -3.63 1.10
H -0.80 -5.09 0.45
H -2.78 -5.27 -1.88
H -1.02 -5.50 -2.04
H -1.83 -4.25 -2.98
H -4.96 -3.48 -1.03
H 1.53 -4.58 -1.16
C -2.36 -0.20 -5.01
C -2.21 1.01 -4.15
C -2.01 2.29 -4.61
C -1.86 3.30 -3.66
N -1.87 3.07 -2.35
C -2.02 1.82 -1.93
S -1.92 1.37 -0.28
N -2.25 0.83 -2.83
C -1.62 4.72 -4.07
H -2.51 0.08 -6.05
H -3.18 -0.82 -4.65
H -1.44 -0.78 -4.92
H -1.96 2.49 -5.67
H -2.39 -0.12 -2.45
H -1.79 4.88 -5.13
H -0.58 4.98 -3.83
H -2.26 5.38 -3.49
N -1.45 -0.14 2.54
C -0.30 0.57 2.57
O 0.59 0.38 1.67
C -0.02 1.44 3.64
C -0.94 1.57 4.70
N -1.69 1.67 5.58
C 1.19 2.17 3.65
N 2.17 2.77 3.65
H -1.68 -0.69 1.72
H -2.21 0.15 3.14
O 2.10 0.64 -2.98
N 0.96 0.33 -3.27
O 0.53 0.26 -4.41
O 0.10 0.05 -2.32
```

Atomic partial charges in e from the Mulliken method, atoms 1 to 4: 1.4610, -0.2401, 0.4367, -0.6139

Q: Look up the 2S+1 of the third one.
A: 2

Q: Which value of 2S+1 does entry 2 give?
A: 3

Q: Look up the relative energy (zero: lowest compared OMol25 entry of this formula, charge and spin) of the third one.
A: 24.1 kcal per mole